[1]
# C25H79NO26S5

15 unconnected molecules or ions with the total composition C25H79NO26S5 at a distorted geometry (the ωB97M-V functional and the def2-TZVPD basis, the OMol25 dataset).

Positions of all 136 atoms, in Å:
C  -6.051  19.310  -5.486
O  -5.317  20.136  -4.615
H  -6.021  19.549  -6.549
H  -5.668  18.305  -5.311
H  -7.095  19.342  -5.171
H  -5.219  19.703  -3.764
C  -11.124  21.602  -1.098
O  -10.702  22.554  -0.097
H  -10.430  20.763  -1.067
H  -12.103  21.127  -1.045
H  -10.947  22.066  -2.068
H  -11.081  23.425  -0.230
C  -6.532  23.589  3.485
O  -7.294  22.448  3.834
H  -5.513  23.536  3.869
H  -6.466  23.670  2.400
H  -7.052  24.528  3.676
H  -7.669  22.188  2.990
C  -6.592  26.094  -4.987
O  -6.977  26.026  -6.387
H  -5.803  26.831  -4.838
H  -7.390  26.338  -4.286
H  -6.319  25.069  -4.735
H  -7.679  25.376  -6.471
C  -4.783  20.562  2.001
O  -3.909  21.369  1.262
H  -5.709  21.067  2.277
H  -5.106  19.595  1.617
H  -4.342  20.352  2.976
H  -3.027  21.077  1.507
C  -5.171  22.498  -6.779
O  -4.103  21.607  -6.747
H  -5.111  23.259  -6.001
H  -5.238  22.987  -7.750
H  -6.137  22.011  -6.641
H  -4.193  21.153  -5.905
C  -8.961  20.480  1.723
O  -8.688  21.828  1.436
H  -8.319  19.983  2.450
H  -10.000  20.409  2.046
H  -8.739  19.854  0.860
H  -9.305  22.101  0.754
C  -4.254  19.186  -1.406
O  -4.361  18.526  -2.624
H  -5.139  19.769  -1.150
H  -4.158  18.574  -0.509
H  -3.346  19.790  -1.410
H  -3.510  18.108  -2.777
C  -3.886  26.698  2.478
O  -4.539  27.914  2.843
H  -4.563  25.852  2.604
H  -3.487  26.553  1.474
H  -2.973  26.603  3.066
H  -4.695  28.484  2.087
O  1.249  25.304  -5.542
S  0.050  25.435  -4.752
O  0.077  25.112  -3.322
O  -0.621  26.935  -4.974
C  -1.872  27.175  -4.263
C  -1.848  28.664  -3.932
C  -1.321  24.479  -5.638
H  -2.111  26.646  -3.340
H  -2.651  26.933  -4.986
H  -0.896  28.910  -3.462
H  -2.685  29.056  -3.354
H  -1.617  29.169  -4.870
H  -0.900  23.505  -5.888
H  -1.680  25.037  -6.502
H  -2.105  24.476  -4.881
O  -8.873  28.755  0.570
S  -7.427  28.655  0.606
O  -6.610  29.579  1.448
O  -7.030  27.081  0.979
C  -7.733  26.076  0.361
C  -9.009  25.736  1.178
C  -6.700  28.706  -1.162
H  -7.170  25.144  0.400
H  -8.018  26.351  -0.654
H  -8.798  25.336  2.170
H  -9.574  24.936  0.700
H  -9.558  26.654  1.390
H  -7.087  27.859  -1.729
H  -5.615  28.619  -1.123
H  -7.125  29.627  -1.563
O  -6.564  14.014  -2.780
S  -7.972  14.347  -3.016
O  -9.033  13.622  -2.306
O  -8.270  15.981  -2.816
C  -7.194  16.864  -2.975
C  -7.633  18.187  -2.374
C  -8.294  14.267  -4.820
H  -6.975  16.820  -4.042
H  -6.274  16.453  -2.559
H  -8.621  18.552  -2.654
H  -6.874  18.919  -2.650
H  -7.642  18.163  -1.284
H  -7.382  14.621  -5.301
H  -9.093  14.911  -5.188
H  -8.404  13.217  -5.089
O  -3.409  31.131  -1.021
S  -2.773  30.200  -0.086
O  -3.531  29.064  0.485
O  -1.324  29.708  -0.721
C  -0.633  28.610  -0.160
C  -0.874  27.264  -0.958
C  -2.060  31.197  1.366
H  -1.005  28.456  0.853
H  0.372  28.977  0.049
H  -0.292  26.440  -0.545
H  -0.485  27.404  -1.967
H  -1.917  26.952  -1.004
H  -1.579  30.539  2.091
H  -2.982  31.635  1.749
H  -1.417  31.998  1.002
O  -3.929  24.206  -3.194
S  -4.737  24.782  -2.130
O  -4.819  26.216  -2.005
O  -6.292  24.117  -2.261
C  -6.464  22.719  -2.704
C  -7.577  21.997  -1.925
C  -4.148  24.134  -0.442
H  -5.605  22.056  -2.597
H  -6.620  22.536  -3.767
H  -8.548  22.331  -2.292
H  -7.546  22.300  -0.878
H  -7.546  20.908  -1.934
H  -5.016  24.263  0.205
H  -3.284  24.771  -0.252
H  -4.002  23.070  -0.630
C  0.629  23.388  0.311
N  -0.395  22.639  -0.415
O  -1.036  23.299  -1.240
O  -0.365  21.434  -0.309
H  1.138  22.708  0.994
H  0.125  24.262  0.723
H  1.378  23.701  -0.416

- HOMO level (eV) = -9.7

---

[2]
# C25H82IN4O17

18 unconnected molecules or ions with the total composition C25H82IN4O17 at a distorted geometry (the ωB97M-V functional and the def2-TZVPD basis, the OMol25 dataset).

Positions of all 129 atoms, in Å:
C  4.829  5.419  0.287
C  5.423  6.135  -0.679
C  4.719  7.047  -1.674
C  3.419  7.560  -1.194
N  2.429  6.819  -0.724
C  1.431  7.664  -0.430
N  0.233  7.369  0.060
C  -0.404  6.094  0.452
I  0.569  4.278  -0.045
C  -1.834  6.140  -0.121
C  -2.623  4.834  -0.115
N  1.813  8.939  -0.708
N  3.089  8.856  -1.197
H  3.911  4.860  0.135
H  5.203  5.402  1.305
H  6.495  6.060  -0.836
H  4.496  6.503  -2.604
H  5.407  7.841  -1.959
H  -0.371  8.158  0.243
H  -0.508  6.112  1.535
H  -1.758  6.504  -1.150
H  -2.404  6.890  0.439
H  -2.485  4.274  0.810
H  -2.411  4.215  -0.982
H  -3.682  5.088  -0.177
H  1.329  9.814  -0.591
H  3.627  9.657  -1.488
C  -0.225  0.444  1.391
O  -1.238  1.234  0.759
H  -0.677  -0.045  2.251
H  0.153  -0.310  0.699
H  0.600  1.078  1.733
H  -0.841  1.663  -0.002
C  -3.551  -0.124  3.765
O  -4.547  0.672  3.128
H  -4.011  -0.609  4.622
H  -3.173  -0.888  3.082
H  -2.722  0.502  4.105
H  -4.134  1.095  2.370
C  7.654  6.613  -4.053
O  8.293  6.774  -2.794
H  6.959  7.443  -4.174
H  8.369  6.636  -4.877
H  7.098  5.671  -4.089
H  8.912  6.047  -2.685
C  1.047  -1.427  -2.146
O  1.716  -1.342  -0.893
H  0.498  -0.502  -2.317
H  1.767  -1.566  -2.957
H  0.338  -2.258  -2.145
H  2.185  -2.174  -0.765
C  1.543  6.646  3.923
O  0.508  7.469  3.374
H  1.115  6.080  4.745
H  1.930  5.950  3.174
H  2.360  7.263  4.302
H  0.904  7.972  2.659
C  -2.424  -2.384  -3.333
O  -1.739  -3.636  -3.288
H  -2.007  -1.746  -2.558
H  -2.280  -1.912  -4.308
H  -3.491  -2.522  -3.150
H  -2.118  -4.181  -3.990
C  -6.065  -1.096  -1.618
O  -6.148  -0.896  -3.026
H  -5.183  -0.573  -1.256
H  -6.943  -0.700  -1.102
H  -5.965  -2.160  -1.386
H  -6.927  -1.367  -3.336
C  -1.410  -4.969  -7.073
O  -2.716  -4.880  -6.514
H  -0.802  -4.205  -6.592
H  -0.960  -5.948  -6.886
H  -1.422  -4.783  -8.149
H  -3.263  -5.553  -6.928
C  -1.731  -6.581  -0.896
O  -2.744  -5.798  -1.511
H  -2.174  -7.084  -0.038
H  -1.346  -7.334  -1.592
H  -0.902  -5.949  -0.561
H  -2.333  -5.347  -2.259
C  2.419  -5.935  -0.999
O  1.745  -4.891  -0.301
H  2.134  -5.894  -2.047
H  3.503  -5.814  -0.926
H  2.136  -6.901  -0.587
H  2.015  -4.954  0.620
C  -5.391  7.895  -0.826
O  -5.745  6.528  -0.969
H  -5.031  8.028  0.192
H  -4.598  8.183  -1.524
H  -6.250  8.553  -0.979
H  -6.072  6.399  -1.864
C  -0.002  -3.074  3.649
O  -0.675  -2.011  4.324
H  -0.285  -3.041  2.599
H  1.081  -2.952  3.736
H  -0.294  -4.036  4.074
H  -0.412  -2.055  5.248
C  -2.652  -5.756  4.065
O  -1.966  -7.005  4.144
H  -2.244  -5.112  4.840
H  -2.496  -5.288  3.090
H  -3.723  -5.879  4.240
H  -2.323  -7.577  3.459
C  1.854  -7.247  3.051
O  2.348  -7.357  1.718
H  1.937  -6.204  3.349
H  0.803  -7.540  3.101
H  2.437  -7.859  3.743
H  2.272  -8.277  1.450
C  6.640  2.898  2.482
O  5.471  3.552  2.965
H  7.482  3.558  2.681
H  6.809  1.949  2.995
H  6.581  2.717  1.405
H  4.721  2.974  2.799
C  -5.384  -8.359  6.008
O  -4.134  -8.169  6.652
H  -6.142  -8.422  6.784
H  -5.631  -7.521  5.348
H  -5.402  -9.285  5.426
H  -3.455  -8.110  5.972
C  1.343  -7.314  -4.789
O  2.612  -7.176  -4.163
H  0.602  -7.389  -3.997
H  1.106  -6.445  -5.410
H  1.293  -8.216  -5.405
H  3.280  -7.106  -4.850

- charge = +1
- HOMO level (eV) = -10.9

---

[3]
# C25H84ClN4O18

19 unconnected molecules or ions with the total composition C25H84ClN4O18 at a distorted geometry (the ωB97M-V functional and the def2-TZVPD basis, the OMol25 dataset).

Positions of all 132 atoms, in Å:
C  -0.507  -1.043  -0.808
C  0.359  -1.999  -1.151
N  1.459  -2.239  -0.252
N  1.309  -2.689  1.021
C  2.563  -2.693  1.548
N  2.825  -3.046  2.817
N  3.444  -2.275  0.662
C  2.748  -1.991  -0.457
C  3.321  -1.435  -1.700
C  2.802  -2.127  -2.983
C  2.447  -1.048  -3.998
Cl  1.449  -1.706  -5.312
H  -0.916  -0.330  -1.509
H  -0.773  -0.912  0.233
H  0.226  -2.580  -2.048
H  0.415  -2.913  1.423
H  2.369  -3.816  3.283
H  3.504  -2.519  3.332
H  3.081  -0.372  -1.739
H  4.395  -1.556  -1.643
H  3.634  -2.669  -3.416
H  1.977  -2.795  -2.817
H  1.875  -0.264  -3.512
H  3.356  -0.593  -4.374
C  -3.357  1.315  -0.287
O  -2.027  1.388  0.243
H  -3.286  1.063  -1.344
H  -3.928  0.542  0.229
H  -3.860  2.271  -0.177
H  -2.110  1.612  1.174
C  -0.309  -0.835  4.018
O  1.066  -0.478  3.916
H  -0.679  -0.471  4.971
H  -0.892  -0.378  3.212
H  -0.433  -1.924  3.986
H  1.384  -0.803  3.072
C  -5.577  3.874  2.033
O  -4.567  2.854  2.080
H  -6.461  3.450  1.565
H  -5.833  4.211  3.036
H  -5.230  4.723  1.441
H  -3.796  3.244  2.499
C  1.437  1.756  0.093
O  1.843  2.360  -1.127
H  1.492  0.675  -0.037
H  2.108  2.050  0.906
H  0.411  2.032  0.342
H  1.800  3.312  -1.003
C  -0.914  -1.522  -8.512
O  -0.078  -0.370  -8.419
H  -1.523  -1.435  -9.406
H  -0.306  -2.429  -8.581
H  -1.570  -1.585  -7.639
H  0.445  -0.469  -7.622
C  1.546  -6.498  -3.002
O  1.143  -5.127  -3.078
H  1.375  -6.839  -1.985
H  0.957  -7.111  -3.686
H  2.606  -6.603  -3.240
H  1.295  -4.834  -3.982
C  -4.650  -2.817  -7.368
O  -4.537  -2.226  -8.660
H  -4.435  -3.879  -7.456
H  -3.934  -2.361  -6.677
H  -5.665  -2.689  -6.983
H  -4.729  -1.291  -8.562
C  7.121  -0.364  -0.815
O  6.546  -1.682  -0.831
H  6.898  0.116  -1.761
H  6.689  0.223  -0.009
H  8.204  -0.417  -0.690
H  6.744  -2.110  0.005
C  6.103  3.367  -0.829
O  7.243  2.497  -0.850
H  5.266  2.831  -1.278
H  5.849  3.641  0.191
H  6.309  4.265  -1.412
H  7.978  2.979  -0.463
C  4.092  6.320  1.045
O  5.149  6.029  0.127
H  3.852  5.398  1.570
H  4.407  7.072  1.772
H  3.203  6.672  0.518
H  5.364  6.846  -0.333
C  -9.137  5.607  3.116
O  -7.826  5.706  3.673
H  -9.042  5.345  2.065
H  -9.705  4.831  3.635
H  -9.657  6.564  3.204
H  -7.924  5.936  4.600
C  -8.892  1.809  3.523
O  -9.568  2.441  4.607
H  -8.817  2.521  2.705
H  -7.887  1.505  3.829
H  -9.456  0.933  3.190
H  -9.624  1.797  5.320
C  -12.223  2.426  7.193
O  -11.203  1.431  7.288
H  -13.082  1.973  6.705
H  -12.518  2.773  8.185
H  -11.881  3.275  6.595
H  -10.448  1.835  7.723
C  3.424  5.122  -3.143
O  3.669  5.893  -1.968
H  2.368  5.206  -3.386
H  4.014  5.492  -3.984
H  3.668  4.073  -2.955
H  4.602  5.805  -1.755
C  2.375  -6.081  5.588
O  3.020  -5.068  4.807
H  1.316  -5.844  5.636
H  2.503  -7.061  5.125
H  2.783  -6.101  6.599
H  3.958  -5.286  4.771
C  5.977  -6.179  2.095
O  6.409  -5.249  3.089
H  6.414  -7.148  2.317
H  4.887  -6.267  2.106
H  6.309  -5.856  1.106
H  6.016  -4.400  2.874
C  4.798  1.118  2.071
O  5.560  2.290  2.330
H  4.298  1.254  1.113
H  5.443  0.236  2.010
H  4.043  0.964  2.850
H  6.004  2.169  3.174
C  -2.897  -2.421  -3.535
O  -2.157  -1.484  -4.317
H  -3.943  -2.129  -3.558
H  -2.796  -3.426  -3.953
H  -2.552  -2.417  -2.496
H  -1.231  -1.744  -4.306

- charge = +1
- HOMO level (eV) = -11.4

---

The evaluated gap between HOMO and LUMO for the records listed, in turn: 9.5, 8.1, 8.6 eV.